151
Properties=species:S:1:pos:R:3:forces:R:3:mulliken_charge:R:1 method="wB97M-V/def2-TZVPD" gap_ev=10.657 molar_mass_g_mol=1244.8 multiplicity=1 energy_ev=-186119.9758 e_above_lowest_ev=3.1914 max_force_ev_per_a=3.9
O -25.97861 -15.29218 -22.35688 -1.514 -0.866 -2.351 -0.3896
S -26.43356 -16.02526 -23.55164 1.144 0.410 -0.689 1.0235
O -27.39882 -17.10079 -23.44175 0.531 1.093 0.085 -0.5938
O -26.93651 -14.94220 -24.73579 0.446 -0.219 2.937 -0.4103
C -27.29700 -15.44764 -26.01412 0.403 -1.343 -1.370 1.0986
C -28.21787 -14.53735 -26.78733 0.665 0.747 0.473 -1.7818
C -24.94195 -16.63320 -24.35644 0.113 0.565 -0.754 0.4539
H -27.73130 -16.44361 -25.92040 -0.117 -0.032 0.237 0.3272
H -26.38191 -15.58893 -26.58991 0.056 0.043 -0.017 -0.2222
H -27.67773 -13.64056 -27.09157 0.006 0.027 0.193 0.1114
H -29.02405 -14.23291 -26.11928 -0.503 -0.103 -0.451 0.2612
H -28.50162 -14.96807 -27.74727 -0.451 -0.341 0.335 0.3089
H -24.47960 -17.49139 -23.87100 -0.316 0.201 0.264 -0.6356
H -24.24747 -15.79836 -24.45265 0.054 0.081 0.724 0.2432
H -25.10821 -16.85293 -25.41166 -0.677 -0.491 0.108 0.0065
C -24.70778 -15.14375 -29.51793 -1.968 1.666 -0.162 -0.2286
O -23.46136 -15.61252 -29.93068 2.792 -0.320 0.207 -0.0013
P -22.12992 -14.78956 -29.43233 -0.115 -0.160 -0.299 0.6259
O -22.15984 -13.33697 -29.73067 0.091 -1.517 0.279 -0.6487
O -22.00824 -15.09700 -27.86530 0.116 1.776 -2.378 -0.1998
C -22.12158 -16.33830 -27.27988 0.265 -1.029 2.025 -0.2866
O -20.89062 -15.63782 -30.08448 -1.513 0.566 1.709 -0.3447
C -20.62309 -15.57009 -31.47003 -0.304 0.503 -0.488 -0.7182
H -25.28302 -15.77748 -28.84263 0.652 -0.390 0.227 -0.0352
H -25.34838 -15.01242 -30.39109 0.081 -0.209 -0.275 0.3825
H -24.64747 -14.13225 -29.11515 0.086 -0.101 0.360 0.1338
H -22.50953 -16.11532 -26.28506 -0.500 -0.351 0.002 -0.0859
H -21.13409 -16.72565 -27.02612 0.138 -0.306 -0.576 0.3586
H -22.74390 -17.07153 -27.79249 0.012 0.176 -0.194 0.2583
H -19.63469 -15.14412 -31.64135 0.069 -0.188 0.146 0.2614
H -21.34045 -14.88820 -31.92733 -0.008 -0.185 -0.363 0.3252
H -20.69832 -16.57590 -31.88222 0.014 0.123 -0.105 0.2449
C -34.46239 -16.93524 -25.66869 -1.290 -0.512 -0.506 -0.9104
O -33.08290 -16.84057 -25.42905 0.947 -0.347 -0.132 -0.2498
P -32.22765 -18.17350 -25.14659 -0.111 -0.645 0.199 0.6108
O -32.35773 -19.28055 -26.15377 0.660 2.050 1.550 -0.7845
O -30.76817 -17.49906 -24.89507 -2.015 -1.438 -0.857 0.4497
C -30.59806 -16.35845 -24.08426 0.919 1.356 1.316 -0.4252
O -32.76422 -18.60760 -23.67535 1.579 0.564 -0.877 -0.3132
C -33.76897 -19.58968 -23.49025 -0.327 -0.247 -0.685 -0.7116
H -35.04894 -16.51519 -24.85170 0.232 0.312 -0.011 0.3332
H -34.82980 -17.95342 -25.80417 0.368 -0.310 0.161 0.3397
H -34.71366 -16.47470 -26.62414 0.148 0.438 0.176 0.2442
H -31.47721 -15.93269 -23.60077 -0.363 -0.607 -0.167 0.3883
H -30.14040 -15.51049 -24.59507 -0.117 -0.293 -0.814 0.0243
H -29.85288 -16.57425 -23.31875 -0.214 -0.400 0.101 0.1932
H -34.70610 -19.04304 -23.59510 -0.330 -0.478 0.574 0.2544
H -33.60803 -20.10374 -22.54351 -0.200 0.461 0.133 0.2590
H -33.74214 -20.35959 -24.26186 0.162 0.101 -0.173 0.3283
C -23.42562 -18.79478 -21.33461 -1.538 -0.217 0.606 0.2370
O -22.07568 -18.85991 -21.68504 1.205 0.336 -0.589 -0.1679
P -21.20576 -17.58988 -22.01921 0.050 1.561 -1.163 0.8854
O -21.54219 -16.82520 -23.27603 0.338 -1.336 2.058 -0.3421
O -19.72125 -18.20916 -22.03390 -1.276 0.586 0.353 -0.4126
C -19.41625 -19.07519 -23.12515 0.942 -0.392 -0.086 -0.4239
O -21.33511 -16.74116 -20.65272 1.005 -1.552 -1.175 -0.3215
C -20.54419 -15.55876 -20.53801 -1.314 1.549 0.550 -0.6756
H -23.48387 -18.87873 -20.24930 -0.207 -0.316 -0.027 0.3605
H -23.93456 -19.59525 -21.87049 -0.032 -0.031 0.450 -0.3110
H -23.97572 -17.88618 -21.58271 0.504 0.360 -0.334 -0.2567
H -20.28436 -19.58401 -23.54327 -0.048 0.153 0.069 0.1329
H -18.72605 -19.81484 -22.71956 -0.154 -0.134 -0.030 0.2570
H -18.86548 -18.54190 -23.89984 -0.305 0.184 -0.061 0.2501
H -19.89773 -15.32834 -21.38393 0.059 -0.369 0.097 0.3489
H -20.06330 -15.46960 -19.56421 0.432 -0.757 -0.206 0.3003
H -21.31542 -14.79117 -20.46292 0.270 0.467 -0.385 0.1622
C -23.90953 -10.14861 -28.51301 1.100 -0.208 0.417 -0.4177
O -25.10112 -10.19650 -27.72694 -0.655 0.209 0.099 -0.3582
P -25.49408 -11.39125 -26.79594 -0.247 -0.821 2.008 0.6004
O -25.60774 -12.75954 -27.37543 0.236 1.498 0.592 -0.0643
O -26.82505 -10.79600 -26.08925 1.305 0.841 -1.420 -0.4542
C -27.69389 -11.51634 -25.26769 -0.847 -1.716 -0.087 0.3446
O -24.42846 -11.25211 -25.55800 -0.339 -0.186 -1.359 -0.3518
C -24.20725 -12.29597 -24.62129 -0.118 -0.113 1.045 -0.3985
H -24.08148 -9.70933 -29.49471 -0.476 -0.399 0.064 0.2554
H -23.44071 -11.13212 -28.54817 -0.165 -0.088 -0.511 0.0978
H -23.17252 -9.50609 -28.03040 -0.210 0.136 0.281 0.2730
H -28.68449 -11.56135 -25.72188 -0.075 0.338 -0.140 0.2306
H -27.82472 -11.13553 -24.25500 0.553 0.377 -0.110 0.3170
H -27.39294 -12.56370 -25.23936 0.134 0.043 0.435 -0.6786
H -25.11004 -12.62201 -24.10305 -0.415 -0.225 -0.571 0.1619
H -23.65586 -11.88441 -23.77554 0.473 0.252 -0.378 0.3887
H -23.66422 -13.15189 -25.02140 -0.099 0.110 -0.264 0.1555
C -30.41245 -11.23733 -30.93816 -0.801 -0.433 -1.447 -0.7956
O -30.69791 -11.68098 -29.61038 0.094 -0.343 0.912 -0.2563
P -31.13316 -13.19085 -29.29307 -0.168 -0.888 -0.481 0.9143
O -30.09454 -14.23547 -29.49191 -1.350 1.319 0.477 -0.4629
O -31.89654 -13.09987 -27.86084 2.183 1.513 -1.107 -0.3182
C -32.34105 -14.28416 -27.25980 -0.579 -1.329 -0.187 -0.6203
O -32.39630 -13.44520 -30.26037 0.580 -0.841 0.380 -0.3725
C -33.50546 -12.58626 -30.25685 -0.546 1.608 -0.758 -0.8598
H -30.16621 -12.03633 -31.63844 0.314 -0.432 0.443 0.3602
H -29.63390 -10.48503 -31.05793 0.045 -0.085 0.977 0.2993
H -31.32427 -10.83861 -31.38436 -0.134 0.325 0.304 0.2732
H -33.37316 -14.39058 -27.59532 -0.232 -0.249 0.572 0.2944
H -32.22406 -14.27736 -26.17670 -0.213 0.477 -0.084 0.2591
H -31.82098 -15.18223 -27.59543 0.299 0.120 -0.227 0.3247
H -33.51970 -12.13944 -31.25162 -0.219 0.170 -0.024 0.3284
H -33.45030 -11.76418 -29.54252 0.391 -0.062 0.162 0.3585
H -34.50022 -13.00644 -30.10733 0.385 -0.930 0.125 0.3008
C -27.32854 -16.34663 -18.94683 -0.007 -0.515 -1.320 -0.4491
O -27.02696 -14.95462 -18.78241 0.512 0.687 1.609 -0.2891
P -25.78996 -14.46256 -17.79089 -1.048 1.353 -0.855 1.0005
O -25.64320 -12.97320 -17.60682 -0.559 -2.877 -0.640 -0.6899
O -26.09020 -15.24918 -16.42027 0.714 -0.527 -0.772 -0.3491
C -26.99786 -14.71094 -15.45587 -0.601 0.515 0.423 -0.7055
O -24.56905 -15.19549 -18.55128 -1.117 -0.161 2.338 -0.2184
C -24.33368 -14.78367 -19.88217 0.718 0.513 -0.767 -0.2124
H -26.76609 -17.06765 -18.35400 0.231 0.467 0.287 0.3267
H -27.16174 -16.57679 -20.00007 0.498 0.002 -0.080 -0.0158
H -28.38475 -16.60646 -18.87059 -0.187 0.725 0.723 0.3424
H -26.46976 -14.38899 -14.55860 0.314 0.491 -0.409 0.2745
H -27.72395 -15.41044 -15.04009 0.295 -0.863 -0.691 0.2813
H -27.62340 -13.93673 -15.89979 0.391 0.357 0.136 0.3302
H -23.42713 -14.17917 -19.84878 0.055 -0.038 -0.264 0.1780
H -25.12052 -14.17534 -20.32717 -0.163 -0.171 0.235 0.4107
H -24.18550 -15.66978 -20.49828 0.010 0.081 0.085 -0.2240
C -29.42112 -18.11657 -27.64996 0.858 -0.680 0.289 0.2773
O -28.73157 -18.26136 -28.90682 1.640 -0.055 -1.720 -0.4173
P -27.13361 -18.52784 -28.98990 1.007 2.433 2.827 0.3734
O -26.35664 -17.78952 -27.91387 -1.320 -1.520 -1.762 -0.0859
O -26.99402 -20.10876 -28.79571 0.366 0.913 -1.153 -0.1452
C -27.46795 -20.88590 -29.90283 -0.359 -1.296 0.090 -0.8719
O -26.63447 -18.10118 -30.47228 -1.380 -0.283 1.421 -0.3271
C -25.27053 -18.22433 -30.86329 0.773 0.109 -1.184 -0.8413
H -30.36774 -18.64834 -27.73712 -0.083 0.437 -0.085 0.3295
H -29.48333 -17.06523 -27.37222 -0.276 -0.095 -0.203 -0.1736
H -28.83392 -18.64074 -26.89523 -0.083 0.119 0.268 -0.0580
H -28.12484 -20.36180 -30.59685 -0.213 0.187 0.381 0.3777
H -27.96730 -21.72596 -29.42055 -0.329 0.045 -0.357 0.2866
H -26.68301 -21.32430 -30.51969 0.494 0.324 0.302 0.2810
H -25.17292 -19.19287 -31.35328 0.396 -0.074 0.295 0.3126
H -24.45624 -17.97484 -30.18257 -0.634 -0.619 1.050 0.2698
H -25.02232 -17.47036 -31.61128 -0.825 0.076 -0.360 0.2962
C -23.34704 -20.02166 -24.65394 1.168 -0.089 -1.135 -0.9667
O -24.58812 -20.10196 -24.00922 -1.037 -1.457 0.445 0.5296
P -25.32606 -21.55251 -23.82549 -0.800 -0.113 -0.528 0.7574
O -25.08191 -22.56923 -24.88377 0.308 1.300 1.149 -0.7111
O -24.95953 -22.00731 -22.31293 -0.716 0.227 -1.255 -0.3423
C -23.66331 -22.52326 -22.03823 1.033 0.094 0.549 -0.6099
O -26.86116 -21.10644 -23.67709 0.743 -0.140 0.244 -0.4204
C -27.59745 -20.57250 -24.80167 0.002 0.563 -0.678 -0.5063
H -23.34742 -19.10994 -25.25107 0.129 0.059 0.138 0.0273
H -23.15108 -20.85162 -25.33383 -0.454 -0.135 -0.131 0.5684
H -22.48674 -20.03484 -23.98415 -0.274 0.324 0.457 0.2370
H -23.12697 -22.98458 -22.86766 -0.488 0.045 -0.377 0.3262
H -23.68731 -23.25990 -21.23549 -0.563 -0.026 -0.099 0.3033
H -23.03025 -21.72112 -21.65687 -0.002 0.206 -0.089 0.1444
H -27.05012 -20.67047 -25.73934 0.125 -0.238 0.063 0.3505
H -27.82728 -19.51204 -24.69398 0.523 0.125 0.569 -0.0207
H -28.58577 -21.01198 -24.93545 0.282 -0.716 0.446 0.4330